Computed, not measured: a molecular structure, C18H38BrO8PbS3, with the ωB97M-V functional and the def2-TZVPD basis.

ORCA input file:
```
! wB97M-V def2-TZVPD RIJCOSX def2/J DEFGRID3
* xyz -1 1
Pb 0.134 1.354 -1.003
C 3.862 1.653 -3.422
C 2.344 1.642 -3.734
C 1.950 0.189 -4.052
O 1.682 2.141 -2.634
H 4.454 1.617 -4.347
H 4.171 0.833 -2.773
H 4.020 2.616 -2.934
H 2.119 2.286 -4.604
H 1.017 0.175 -4.626
H 1.804 -0.365 -3.128
H 2.698 -0.305 -4.689
C 0.301 3.203 2.438
C 0.093 3.923 1.099
C 0.449 5.402 1.272
O 0.868 3.390 0.084
H 0.379 2.121 2.370
H -0.432 3.508 3.197
H 1.278 3.530 2.821
H -0.989 3.865 0.827
H 0.259 5.973 0.365
H 1.492 5.477 1.590
H -0.131 5.849 2.095
Br -0.958 -1.279 -2.068
C -1.352 -1.746 4.063
C -0.779 -2.986 3.363
C -0.521 -2.472 1.944
S 0.464 -1.010 2.283
O 0.093 0.051 1.385
O 1.838 -1.336 2.569
C -0.237 -0.709 3.917
H -1.602 -2.045 5.084
H -2.298 -1.453 3.608
H -1.446 -3.853 3.332
H 0.115 -3.386 3.849
H -1.471 -2.014 1.646
H -0.206 -3.072 1.101
H -0.570 0.320 4.005
H 0.592 -1.015 4.549
C -5.757 0.154 -0.108
C -5.839 1.699 -0.062
C -4.600 2.237 0.673
S -3.387 0.854 0.649
O -3.220 0.179 1.907
O -2.252 1.340 -0.092
C -4.336 -0.132 -0.518
H -6.532 -0.209 -0.778
H -5.961 -0.144 0.925
H -6.802 1.967 0.368
H -5.775 2.102 -1.076
H -4.820 2.512 1.701
H -4.047 2.980 0.109
H -3.950 -1.144 -0.607
H -4.121 0.363 -1.468
C 2.695 -4.389 -1.345
C 3.739 -3.876 -2.325
C 3.435 -2.381 -2.563
S 3.152 -1.797 -0.910
O 2.314 -0.638 -0.817
O 4.414 -1.742 -0.222
C 2.247 -3.268 -0.390
H 3.155 -5.231 -0.813
H 1.810 -4.863 -1.770
H 3.770 -4.354 -3.303
H 4.746 -3.841 -1.903
H 2.514 -2.301 -3.145
H 4.211 -1.782 -3.031
H 1.198 -3.064 -0.595
H 2.519 -3.305 0.663
*
```

Computed properties:
E_LUMO = 2.01 eV
E = -5272.00455 a.u.
frontier orbital gap = 5.740 eV
molar mass = 765.80 g/mol

---

Computed, not measured: 5 unconnected molecules or ions with the total composition C30H57BrClF13O10P2, with the ωB97M-V functional and the def2-TZVPD basis.

ORCA input file:
```
! wB97M-V def2-TZVPD RIJCOSX def2/J DEFGRID3
* xyz 0 1
C -4.352 -2.549 -0.035
C -2.914 -2.334 -0.780
Br -1.718 -3.736 -0.109
C -3.207 -2.193 -2.321
P -1.921 -2.720 -3.584
C -0.493 -1.762 -2.829
C -0.442 -0.205 -3.345
C -0.500 0.875 -2.203
F -1.798 0.760 -1.577
F -0.543 2.171 -2.838
C 0.585 0.868 -1.061
F 0.769 2.223 -0.618
F 0.023 0.191 0.078
C 2.014 0.241 -1.310
F 2.067 -1.189 -1.217
F 2.827 0.673 -0.199
C 2.793 0.634 -2.641
F 2.235 1.669 -3.415
F 2.773 -0.539 -3.480
C 4.358 0.972 -2.461
F 5.071 -0.060 -1.774
F 4.893 0.924 -3.795
C 4.682 2.445 -1.922
F 5.685 2.335 -0.914
F 5.239 3.210 -2.978
F 3.594 3.149 -1.395
C -2.428 -4.550 -3.365
C -3.249 -5.144 -4.631
O -4.444 -4.757 -4.715
Cl -2.528 -6.319 -5.817
P -0.610 -3.461 -5.217
C 0.253 -2.008 -6.118
O 0.685 -4.445 -4.564
H -4.821 -3.458 -0.579
H -5.069 -1.681 -0.213
H -4.239 -2.863 1.053
H -2.539 -1.324 -0.362
H -3.459 -1.080 -2.529
H -4.199 -2.747 -2.550
H -2.690 -2.012 -4.605
H 0.511 -2.205 -3.195
H -0.411 -1.709 -1.696
H -1.411 -0.085 -3.966
H 0.401 -0.036 -4.115
H -1.484 -5.166 -3.137
H -3.150 -4.676 -2.475
H -0.511 -1.146 -6.105
H 1.259 -1.740 -5.656
H 0.343 -2.302 -7.231
H 0.605 -4.393 -3.586
C -6.881 1.198 0.109
O -6.927 -0.077 0.733
C -6.679 -0.001 2.137
C -7.977 -0.089 2.935
O -8.797 1.057 2.716
C -9.859 0.796 1.808
H -7.301 1.103 -0.895
H -7.459 1.944 0.658
H -5.840 1.530 0.022
H -6.125 0.910 2.386
H -6.050 -0.859 2.396
H -7.730 -0.105 4.002
H -8.520 -1.010 2.701
H -10.632 0.200 2.302
H -9.510 0.276 0.912
H -10.292 1.752 1.507
C 3.160 2.984 1.806
O 2.929 3.499 3.109
C 4.116 3.525 3.900
C 4.710 4.929 3.962
O 5.193 5.344 2.687
C 4.298 6.232 2.032
H 2.286 3.205 1.190
H 4.038 3.433 1.337
H 3.286 1.897 1.856
H 4.850 2.805 3.524
H 3.832 3.218 4.911
H 5.570 4.914 4.639
H 3.983 5.645 4.358
H 4.351 7.221 2.497
H 3.268 5.867 2.061
H 4.605 6.318 0.988
C -2.446 2.214 3.170
O -3.200 1.514 4.150
C -2.692 1.712 5.468
C -3.528 2.731 6.236
O -3.404 4.034 5.671
C -4.524 4.383 4.868
H -3.013 2.212 2.236
H -2.259 3.250 3.460
H -1.492 1.702 3.000
H -1.639 2.010 5.438
H -2.754 0.748 5.982
H -3.148 2.792 7.262
H -4.577 2.423 6.283
H -5.379 4.622 5.508
H -4.795 3.582 4.176
H -4.264 5.270 4.287
C 8.827 -4.438 -2.543
O 8.061 -5.154 -1.584
C 8.542 -4.964 -0.255
C 7.683 -3.959 0.508
O 7.807 -2.650 -0.043
C 6.700 -2.302 -0.863
H 8.278 -4.436 -3.486
H 8.999 -3.404 -2.239
H 9.788 -4.941 -2.698
H 9.593 -4.657 -0.260
H 8.478 -5.934 0.249
H 8.042 -3.906 1.541
H 6.636 -4.277 0.531
H 5.831 -2.077 -0.237
H 6.449 -3.099 -1.569
H 6.964 -1.408 -1.431
*
```

Computed properties:
SMILES string = C[C@@H](Br)C[PH](CCC(F)(F)C(F)(F)C(F)(F)C(F)(F)C(F)(F)C(F)(F)F)(CC(=O)Cl)P(C)O.COCCOC.COCCOC.COCCOC.COCCOC
E_LUMO = -0.28 eV
E = -6944.45547 a.u.
frontier orbital gap = 7.502 eV
molar mass = 1002.05 g/mol

---

Computed, not measured: a single C5H6O molecule, with the ωB97M-V functional and the def2-TZVPD basis.

ORCA input file:
```
! wB97M-V def2-TZVPD RIJCOSX def2/J DEFGRID3
* xyz 0 1
C -2.580 0.741 0.200
C -1.567 0.122 0.419
C -0.286 -0.519 0.589
C 0.931 0.359 0.568
C 0.996 -0.695 -0.454
O 1.210 -0.443 -1.806
H -3.457 1.234 -0.155
H -0.285 -1.356 1.294
H 0.721 1.334 0.125
H 1.533 0.369 1.460
H 1.475 -1.646 -0.238
H 1.310 0.499 -2.001
*
```

Computed properties:
SMILES string = C#C[C@@H]1C[C@@H]1O
E_LUMO = 0.91 eV
E = -269.22930 a.u.
frontier orbital gap = 9.710 eV
molar mass = 82.10 g/mol

---

Computed, not measured: 2 unconnected molecules or ions with the total composition C2H8N2S, with the ωB97M-V functional and the def2-TZVPD basis.

ORCA input file:
```
! wB97M-V def2-TZVPD RIJCOSX def2/J DEFGRID3
* xyz 1 2
C 0.042 -0.236 1.271
C -0.553 -0.099 0.062
N -1.076 -1.045 -0.732
N 0.921 0.884 1.706
H -0.148 -0.946 2.061
H -0.633 0.906 -0.355
H -1.033 -0.857 -1.732
H -1.182 -1.983 -0.386
H 1.908 0.632 1.649
H 0.721 1.180 2.665
H 0.782 1.693 1.098
S -0.513 0.143 -3.684
H 0.764 -0.274 -3.623
*
```

Computed properties:
E_LUMO (alpha / beta) = -3.52 / -5.96 eV
expectation value of S² = 0.753
E = -588.36466 a.u.
frontier orbital gap (alpha / beta) = 9.363 / 6.915 eV
molar mass = 92.17 g/mol